<A>
{"formula": "C48H128O16", "method": "ωB97M-V with the def2-TZVPD basis set", "homo_energy_ev": -9.4988, "lumo_ev": 0.02, "multiplicity": 1, "total_charge": 0, "mol_weight_g_mol": 961.54, "gap_ha": 0.350, "species": ["O", "O", "O", "O", "O", "O", "O", "O", "O", "O", "O", "O", "O", "O", "O", "O", "C", "C", "C", "C", "C", "C", "C", "C", "C", "C", "C", "C", "C", "C", "C", "C", "C", "C", "C", "C", "C", "C", "C", "C", "C", "C", "C", "C", "C", "C", "C", "C", "C", "C", "C", "C", "C", "C", "C", "C", "C", "C", "C", "C", "C", "C", "C", "C", "H", "H", "H", "H", "H", "H", "H", "H", "H", "H", "H", "H", "H", "H", "H", "H", "H", "H", "H", "H", "H", "H", "H", "H", "H", "H", "H", "H", "H", "H", "H", "H", "H", "H", "H", "H", "H", "H", "H", "H", "H", "H", "H", "H", "H", "H", "H", "H", "H", "H", "H", "H", "H", "H", "H", "H", "H", "H", "H", "H", "H", "H", "H", "H", "H", "H", "H", "H", "H", "H", "H", "H", "H", "H", "H", "H", "H", "H", "H", "H", "H", "H", "H", "H", "H", "H", "H", "H", "H", "H", "H", "H", "H", "H", "H", "H", "H", "H", "H", "H", "H", "H", "H", "H", "H", "H", "H", "H", "H", "H", "H", "H", "H", "H", "H", "H", "H", "H", "H", "H", "H", "H", "H", "H", "H", "H", "H", "H"], "positions_angstrom": [[26.5310, 13.7351, -13.0748], [19.4017, 12.1176, -17.6023], [25.9149, 6.4314, -12.3758], [23.2162, 15.1981, -10.4438], [23.7371, 9.2765, -17.0684], [21.8031, 12.0758, -21.5393], [18.1336, 14.4032, -16.2054], [14.8887, 8.2228, -14.9801], [23.5308, 5.6857, -10.9797], [21.3720, 10.6757, -16.1980], [23.3918, 8.6940, -7.1879], [25.7198, 12.0590, -15.2916], [20.4435, 14.6145, -10.1596], [15.9174, 9.6855, -12.5627], [17.9986, 5.2316, -10.7938], [19.1473, 3.6953, -18.1273], [24.2497, 6.9053, -16.9329], [19.5608, 13.6816, -14.4180], [25.2171, 12.9506, -16.2988], [22.0672, 3.7897, -10.9318], [16.3497, 11.0390, -12.4154], [18.4699, 11.1226, -18.0380], [18.1406, 5.2745, -12.2336], [21.1136, 10.2548, -14.8576], [24.7520, 8.3845, -13.1660], [23.7938, 10.8052, -21.2254], [23.4516, 17.4863, -11.2180], [26.5799, 8.5042, -11.4097], [18.8037, 6.5838, -12.6507], [23.9531, 13.6245, -15.8111], [25.1196, 12.2158, -11.8165], [20.5130, 12.9892, -8.4690], [22.3870, 7.7711, -18.3763], [23.7607, 10.9986, -7.8602], [17.2354, 8.1262, -15.5476], [20.2504, 15.5036, -16.0177], [15.4034, 8.3150, -17.2898], [26.0833, 7.8250, -12.6834], [23.7717, 8.0342, -17.8172], [18.8824, 6.0275, -18.4602], [21.1822, 12.3496, -10.8042], [20.2463, 13.2143, -9.9557], [22.4783, 11.2632, -20.5893], [23.6581, 9.5537, -8.3149], [15.8759, 8.6966, -15.8847], [16.2313, 11.6859, -13.7971], [22.3907, 5.2096, -12.9817], [23.5615, 16.0114, -11.5835], [16.7655, 5.0991, -12.8555], [26.2645, 13.9816, -16.6939], [22.6707, 12.0129, -19.2883], [18.9481, 10.5515, -19.3795], [19.7168, 4.9423, -17.7505], [22.6336, 9.2323, -9.3698], [27.4574, 12.8599, -10.9726], [26.2257, 13.2718, -11.7623], [21.1022, 8.7259, -14.8140], [22.2385, 10.8019, -14.0033], [17.1003, 11.7560, -18.0707], [17.7896, 11.0488, -11.8987], [19.0968, 14.8759, -15.2498], [19.6983, 5.1478, -16.2403], [22.6429, 15.6084, -12.7065], [22.2747, 5.2081, -11.4699], [19.8937, 6.1855, -15.9654], [18.2177, 3.7460, -17.8743], [21.1360, 3.3258, -11.2737], [15.6882, 11.6150, -11.7599], [21.3690, 14.8048, -10.3830], [21.6306, 9.4206, -8.9773], [20.9306, 8.3221, -13.8172], [22.3454, 10.4308, -12.9786], [18.0613, 6.1466, -10.5034], [23.3993, 4.9879, -13.3245], [20.4727, 13.9537, -13.8804], [27.4831, 7.9637, -11.1215], [26.8134, 9.5620, -11.5493], [22.7533, 9.8976, -10.2270], [24.5007, 8.2422, -18.6056], [16.2339, 4.2184, -12.5009], [21.0658, 15.8262, -15.3603], [20.1481, 10.6222, -14.5026], [19.9502, 16.4239, -16.5232], [18.7052, 4.8971, -15.8447], [16.0865, 5.9314, -12.6366], [18.7573, 13.3999, -13.7378], [24.6500, 9.2079, -8.6389], [20.7656, 5.0065, -18.0518], [22.0258, 8.6752, -18.8713], [15.4467, 7.2266, -17.4014], [18.7490, 4.4166, -12.5318], [20.3231, 11.9405, -8.1998], [24.3153, 10.1053, -20.5632], [18.0269, 8.4413, -16.2375], [23.3482, 11.5646, -18.5598], [22.7180, 8.1966, -9.6905], [18.1987, 9.8854, -19.8104], [21.6138, 15.9555, -12.5801], [25.9190, 14.5969, -17.5261], [22.2244, 11.8847, -13.8482], [24.6189, 15.8772, -11.8435], [18.0303, 7.3509, -12.6120], [24.0342, 11.7252, -8.6324], [26.4422, 14.5651, -15.7879], [21.6719, 7.4474, -17.6225], [15.7727, 9.3057, -11.6883], [18.5896, 13.7446, -16.7531], [17.8717, 5.9077, -18.0675], [19.1987, 13.0111, -10.1721], [23.5998, 14.3276, -16.5750], [23.1370, 12.8944, -15.7874], [15.0907, 8.5751, -14.1014], [18.9846, 5.9205, -19.5384], [22.3575, 12.8491, -21.6926], [22.1494, 10.1796, -16.5093], [24.4122, 7.8801, -14.0723], [18.6042, 15.5923, -14.5928], [19.7625, 12.8375, -15.0779], [25.0231, 12.2799, -17.1395], [25.8630, 8.4039, -10.5927], [26.8306, 7.9063, -13.4748], [21.8982, 10.3515, -20.4265], [23.0167, 16.0090, -13.6515], [16.2971, 11.0661, -18.3347], [20.4715, 8.3154, -15.6016], [19.1661, 6.4244, -13.6690], [22.4619, 7.0006, -19.1453], [20.6458, 14.8046, -16.7561], [25.0871, 7.1252, -16.2651], [16.1390, 12.7726, -13.7452], [27.3057, 13.0126, -9.9004], [21.4359, 5.8243, -11.1284], [18.2513, 12.0052, -12.1513], [21.7296, 12.2976, -18.8119], [15.8946, 9.7904, -15.8418], [16.8550, 5.1158, -13.9463], [25.7314, 14.0907, -11.2154], [19.1425, 11.3609, -20.0844], [17.6173, 8.5063, -14.5945], [21.2147, 12.7491, -11.8209], [21.6458, 4.5635, -13.4518], [23.7025, 18.1220, -12.0662], [16.0944, 8.6905, -18.0444], [24.8433, 9.4453, -13.4185], [24.8523, 11.9132, -10.8046], [17.0691, 12.5115, -18.8623], [23.1006, 13.0122, -19.4595], [24.6268, 6.0970, -17.5729], [23.9420, 15.2685, -9.8143], [17.7881, 10.9567, -10.8122], [23.5072, 6.4090, -16.3019], [22.1039, 3.6735, -9.8469], [17.2303, 7.0364, -15.4984], [23.9783, 8.3169, -12.3967], [17.0660, 11.4614, -14.4663], [22.8175, 3.1064, -11.3445], [27.1926, 13.5338, -17.0521], [24.5108, 11.1913, -7.0904], [23.9708, 8.9341, -6.4594], [23.6257, 10.3124, -22.1815], [16.8469, 12.2380, -17.1272], [14.3690, 8.6317, -17.3946], [22.4231, 17.7003, -10.9111], [22.7716, 11.2876, -7.4964], [24.6087, 9.4293, -16.6866], [23.1841, 10.6078, -14.5171], [19.2655, 7.0300, -18.2426], [18.3042, 10.2473, -12.4275], [19.8794, 10.0167, -19.1881], [28.3726, 13.3975, -11.2265], [24.0585, 17.7212, -10.3420], [27.1513, 14.4623, -12.9510], [18.4990, 10.2968, -17.3169], [22.1480, 6.1996, -13.3861], [20.2132, 11.6556, -17.3406], [24.2281, 12.6674, -12.2610], [19.6836, 6.7714, -12.0376], [25.0330, 6.3580, -11.9719], [27.6798, 11.7929, -11.0636], [20.3783, 4.4732, -15.7168], [21.5159, 13.1917, -8.0894], [23.9406, 14.1422, -14.8530], [22.1275, 8.4382, -15.0839], [22.1894, 12.4635, -10.3961], [19.8469, 13.6240, -7.8821], [23.5669, 5.5347, -10.0278], [20.8784, 11.3048, -10.8304], [22.5317, 14.5303, -12.8412], [25.9398, 12.5995, -14.5130], [15.3268, 11.3606, -14.3153], [25.3605, 11.3530, -12.4391], [24.4816, 11.6398, -21.3947]]}

<B>
{"formula": "C48H128O16", "method": "ωB97M-V with the def2-TZVPD basis set", "homo_energy_ev": -9.3647, "lumo_ev": 0.29, "multiplicity": 1, "total_charge": 0, "mol_weight_g_mol": 961.54, "gap_ha": 0.355, "species": ["O", "O", "O", "O", "O", "O", "O", "O", "O", "O", "O", "O", "O", "O", "O", "O", "C", "C", "C", "C", "C", "C", "C", "C", "C", "C", "C", "C", "C", "C", "C", "C", "C", "C", "C", "C", "C", "C", "C", "C", "C", "C", "C", "C", "C", "C", "C", "C", "C", "C", "C", "C", "C", "C", "C", "C", "C", "C", "C", "C", "C", "C", "C", "C", "H", "H", "H", "H", "H", "H", "H", "H", "H", "H", "H", "H", "H", "H", "H", "H", "H", "H", "H", "H", "H", "H", "H", "H", "H", "H", "H", "H", "H", "H", "H", "H", "H", "H", "H", "H", "H", "H", "H", "H", "H", "H", "H", "H", "H", "H", "H", "H", "H", "H", "H", "H", "H", "H", "H", "H", "H", "H", "H", "H", "H", "H", "H", "H", "H", "H", "H", "H", "H", "H", "H", "H", "H", "H", "H", "H", "H", "H", "H", "H", "H", "H", "H", "H", "H", "H", "H", "H", "H", "H", "H", "H", "H", "H", "H", "H", "H", "H", "H", "H", "H", "H", "H", "H", "H", "H", "H", "H", "H", "H", "H", "H", "H", "H", "H", "H", "H", "H", "H", "H", "H", "H", "H", "H", "H", "H", "H", "H"], "positions_angstrom": [[-0.4083, 0.3482, 2.3971], [0.5381, 4.6785, -2.4345], [3.1683, -1.8672, 4.8484], [4.0477, -1.9687, -0.1971], [0.4423, -1.5850, 4.1343], [-5.6929, 3.5614, 5.3239], [6.7849, 2.0317, 0.6502], [-6.1201, -2.5841, 2.8743], [-2.0173, -4.9758, -1.0773], [-4.3554, -3.6990, -1.9034], [4.5937, 5.1749, 1.7779], [3.9792, -2.5583, -4.3650], [-0.7428, 2.7185, -3.9897], [0.0014, 1.3626, -6.2443], [-5.6007, -0.5628, -5.4680], [-0.5208, 0.2147, -0.2579], [-7.1627, -3.3634, 3.4701], [-0.1579, -3.7503, 4.8394], [3.9260, -1.7860, 3.6844], [3.5376, -0.5088, 2.9321], [2.8181, -1.7648, -4.2366], [5.1080, -4.5545, -5.0452], [-0.3795, 2.0268, 4.0593], [-4.7086, 2.5928, 3.3184], [3.3511, 4.4936, 1.8225], [-5.5043, -1.7040, 3.8155], [6.0294, 1.1511, -0.2076], [-5.1726, -3.3053, -0.7963], [5.7510, 1.8891, -1.5154], [-0.1111, -0.0516, -6.1485], [3.6814, 3.0577, 2.0269], [-2.4878, 3.7329, -5.1706], [-6.1196, 4.7442, 5.9938], [-2.1506, 2.8595, -4.0057], [3.0434, -3.9803, -1.0667], [7.1729, 1.4571, 1.8863], [1.9077, 0.5095, -0.2899], [-0.8690, -0.3804, -4.8692], [-2.8861, -0.0315, 0.1152], [-0.1684, -2.7576, 3.6839], [2.5399, 3.4068, -2.9292], [-4.8244, 0.3967, -3.4487], [0.6046, 0.4268, -1.0928], [3.1730, -0.3793, -3.7273], [-1.7447, 0.2281, -0.9192], [-7.6848, -4.2617, 2.3823], [1.7576, 4.2179, -1.8830], [2.5742, 5.4552, -1.5432], [4.9009, -4.0453, 0.6664], [-0.8106, -0.6028, -7.4016], [5.4207, -1.7645, 4.0595], [3.7968, -3.7161, -5.1185], [-6.1327, 4.4812, 7.5081], [-6.1401, -2.3109, -1.3658], [-5.1303, 3.8342, 4.0616], [-0.8315, -3.1648, -2.1335], [-1.0713, -3.9471, -0.8375], [3.6909, -3.2740, 0.1281], [2.6329, 5.1765, 3.0067], [-6.0482, 0.0181, -4.2422], [-4.4152, -0.9297, 3.0979], [7.5893, 2.5496, 2.8568], [0.5764, -3.2398, 2.4626], [-0.6424, 1.7601, 2.5785], [0.5371, 1.5243, -7.0264], [-0.5257, 0.1060, -3.9559], [-0.1219, -4.3855, -0.5218], [3.7018, -2.6578, 3.0620], [5.0837, 0.8582, 0.2548], [-1.7805, -0.1228, -7.5373], [0.5114, 1.4060, -1.5708], [3.0471, -4.3930, -4.7002], [1.9536, 2.5793, -3.3336], [2.2807, 0.2461, -3.7325], [-1.4630, -3.3566, -0.0068], [-5.1211, 4.3856, 7.8988], [-0.8246, -4.5962, 4.6637], [1.5776, 4.8895, 3.0006], [-0.5785, -3.2784, 5.7281], [-4.8546, -0.2730, 2.3479], [-4.4576, -2.9193, -0.0669], [-4.5455, 2.7643, 2.2523], [-1.8206, -0.6065, -1.6202], [-6.6457, 5.3269, 7.9686], [-7.9555, -3.7129, 1.4804], [5.3357, -3.5150, 1.5125], [-5.8495, 4.4110, 3.4702], [0.7472, -0.3257, -1.8711], [-3.7539, 2.1778, 3.6412], [-2.6472, 1.8873, -4.0110], [-5.7341, -4.1379, -0.3659], [2.1725, -3.4283, -1.4219], [-3.6600, -1.5935, 2.6786], [-1.9114, 1.1678, -1.4507], [-1.9491, -0.2160, -4.8221], [2.3509, -1.5868, -5.2108], [2.7886, 0.4454, -0.9275], [-0.5131, 0.1526, 1.4525], [2.0631, -2.2918, -3.6473], [5.4772, -4.5522, -4.0189], [7.9734, 0.7139, 1.8473], [-0.9206, -1.6844, -7.3215], [-5.2294, -1.4233, -5.2562], [0.1167, 2.2212, 1.9416], [0.0761, -4.0627, 1.9467], [-3.5846, -4.1954, -1.5970], [0.9135, -0.4287, -6.1173], [3.0298, 4.9050, 3.9832], [6.6132, 0.2412, -0.3635], [-5.3966, 5.5454, 5.8176], [-2.2639, 3.2307, -6.1116], [6.7003, 2.1873, -1.9615], [-4.3029, 4.5495, 4.1119], [0.1203, 3.9289, -2.8800], [-3.9251, -0.3214, 3.8598], [3.6310, -0.5097, -2.7464], [2.2412, -1.6867, 4.6421], [-2.0585, 4.7324, -5.1200], [-3.8393, -0.2111, -0.3810], [-0.2844, -0.3969, -8.3354], [8.0879, 3.3713, 2.3406], [-0.9234, -1.4624, -4.7243], [5.7019, -0.7903, 4.4629], [5.1317, 2.7668, -1.3391], [-2.6344, -0.8678, 0.7681], [-6.1931, -0.9787, 4.2538], [2.0493, 6.0011, -0.7582], [3.5540, 5.1921, -1.1396], [2.7724, 4.6894, 0.9170], [-6.8352, -3.8677, 4.3807], [0.0074, -0.8456, 3.6874], [2.4633, -0.4911, 2.7373], [1.5918, 3.6479, -0.9649], [-6.5790, -2.6378, -2.3078], [-5.6212, -1.3743, -1.5739], [-6.9996, -5.0595, 2.0975], [1.9466, -0.3474, 0.3839], [-3.0136, 0.7939, 0.8174], [3.3793, 2.9071, -2.4439], [2.9534, -3.2731, 0.9318], [2.7919, 2.4411, 2.1739], [0.6654, 1.8197, 4.2978], [5.2884, 1.2143, -2.2363], [2.5578, 6.2455, 2.8087], [6.0223, -2.0619, 3.2016], [4.8026, -2.0816, -0.7851], [-6.6258, 0.9189, -4.4461], [-0.0647, -2.4123, -1.9426], [-1.0617, 1.4474, 4.6786], [4.9105, -5.5940, -5.3042], [0.5847, -2.4601, 1.6972], [-2.3889, 3.3228, -3.0466], [4.1445, 2.7314, 1.0905], [3.9135, 0.0601, -4.3960], [-3.5671, 3.9118, -5.1849], [-6.7036, 3.5950, 7.7850], [2.7673, -5.0121, -0.8454], [5.5811, -2.4062, 4.9274], [5.6401, -4.2189, -0.1197], [-6.9303, -2.0785, -0.6505], [-7.0641, 5.1284, 5.6025], [-1.6115, 2.0753, 2.1889], [3.7220, 0.3673, 3.5554], [-5.2181, 0.8112, -2.5158], [8.3259, 2.2104, 3.5874], [-5.5339, 1.8800, 3.3250], [2.9096, 4.0276, -3.7445], [2.0277, 1.4268, 0.2877], [-0.4172, 2.1647, -4.7144], [-5.0231, -2.3331, 4.5681], [5.0413, 4.8383, 0.9944], [-7.9406, -2.6328, 3.7083], [-4.1537, -0.4391, -3.2551], [-0.4960, -3.7649, -2.9797], [0.8536, -4.0893, 5.0619], [1.6030, -3.5374, 2.6768], [3.5909, -3.4670, -6.1617], [-8.6270, -4.6765, 2.7461], [2.7476, 6.0710, -2.4249], [-4.3652, 1.2711, -3.9101], [6.3268, 0.9240, 2.3291], [4.0390, -0.4193, 1.9672], [3.7416, -4.0436, -1.9049], [4.6448, -5.0687, 0.9458], [-2.3179, -5.2634, -0.2099], [5.8900, -4.1140, -5.6628], [-6.6778, -0.7327, -3.7625], [-1.1891, -2.5208, 3.3701], [4.4284, 2.8091, 2.7797], [-1.7110, -2.6338, -2.5003], [6.8001, 2.9815, 3.4728], [-0.3661, 3.0986, 4.2673]]}

Quick ranking, most stable first: <A>, <B>.